[1]
{
  "formula": "C38H24Cl3N12Sn",
  "method": "wB97M-V/def2-TZVPD",
  "lumo_energy_ev": [-10.1, -10.6],
  "e_above_lowest_kcal_mol": 21.6,
  "charge": 3,
  "e_tot_ha": -3713.4843,
  "e_homo_ha": [-0.5591, -0.5591],
  "multiplicity": 1,
  "species": ["Sn", "C", "C", "C", "C", "N", "C", "N", "C", "N", "C", "N", "C", "C", "C", "C", "C", "N", "C", "C", "C", "C", "C", "C", "H", "H", "H", "H", "H", "H", "H", "H", "H", "H", "H", "H", "C", "C", "N", "C", "C", "N", "C", "C", "C", "C", "C", "N", "C", "C", "N", "C", "C", "N", "C", "C", "C", "N", "C", "C", "H", "H", "H", "H", "H", "H", "H", "H", "H", "H", "H", "H", "Cl", "C", "Cl", "Cl", "C", "N"],
  "coordinates": [[1.0726, 0.4578, -2.3215], [-1.9455, -2.5200, -3.9014], [-2.8972, -2.7353, -2.9106], [-2.7385, -2.1189, -1.6849], [-1.6271, -1.3103, -1.4635], [-0.7435, -1.0520, -2.4412], [-0.9022, -1.6665, -3.6253], [-1.4914, -0.7962, -0.1639], [-0.3629, -0.7166, 0.4147], [0.9045, -0.9644, -0.1717], [1.7848, -0.9363, 0.7984], [3.1079, -1.0697, 0.5620], [3.8915, -1.9546, 1.1706], [5.2961, -1.8570, 0.9879], [6.1256, -2.7763, 1.5940], [5.5697, -3.8018, 2.3507], [4.1788, -3.8197, 2.4378], [3.3511, -2.9616, 1.9152], [1.1905, -0.5586, 2.0994], [1.7284, -0.3307, 3.3529], [0.8517, 0.0709, 4.3557], [-0.5127, 0.2141, 4.1049], [-1.0474, -0.0246, 2.8410], [-0.1673, -0.3906, 1.8430], [-2.0170, -2.9917, -4.8707], [-3.7480, -3.3781, -3.0928], [-3.4424, -2.2579, -0.8774], [-0.1522, -1.4560, -4.3785], [5.6835, -1.0543, 0.3773], [7.1991, -2.7088, 1.4835], [6.1890, -4.5313, 2.8477], [2.4709, -4.5596, 3.3066], [2.7871, -0.4382, 3.5524], [1.2302, 0.2767, 5.3477], [-1.1658, 0.5155, 4.9131], [-2.1075, 0.0718, 2.6461], [-1.0683, 1.1201, -6.4769], [-0.0493, 1.0870, -5.5287], [-0.3098, 1.3166, -4.2486], [-1.5653, 1.5993, -3.8912], [-2.5765, 1.5834, -4.8445], [-2.3262, 1.3389, -6.1250], [-1.7642, 1.9747, -2.4687], [-2.9545, 2.5090, -2.0101], [-3.0499, 2.9684, -0.6992], [-1.8994, 2.9211, 0.0860], [-0.7401, 2.3756, -0.4303], [-0.6900, 1.8600, -1.6698], [0.5497, 2.4141, 0.3049], [0.7048, 2.9303, 1.5907], [1.8955, 3.0362, 2.1604], [2.9509, 2.6459, 1.4560], [2.8128, 2.0936, 0.1902], [1.6125, 1.9741, -0.3657], [-4.3086, 3.5340, -0.1745], [-5.1281, 4.3198, -0.9778], [-6.2965, 4.8338, -0.4310], [-6.6611, 4.5878, 0.8187], [-5.8905, 3.8357, 1.5906], [-4.6961, 3.2921, 1.1399], [-0.8621, 0.9541, -7.5267], [0.9760, 0.8692, -5.8032], [-3.6123, 1.7604, -4.5859], [-3.8101, 2.5849, -2.6643], [-1.9133, 3.3525, 1.0757], [-0.1395, 3.2668, 2.1779], [3.9267, 2.7721, 1.9084], [3.6645, 1.7454, -0.3798], [-4.8587, 4.5689, -1.9962], [-6.9531, 5.4658, -1.0169], [-6.2378, 3.6576, 2.6015], [-4.1057, 2.6672, 1.7983], [6.0166, -6.2608, 4.9037], [4.8637, -6.9577, 3.7593], [5.5582, -7.1905, 2.1518], [4.1793, -8.4511, 4.3713], [3.7626, -5.9772, 3.6442], [3.4490, -4.8482, 3.1861]],
  "lowdin_charge": [1.3347, -0.0136, -0.0033, 0.0292, -0.3021, -0.0358, -0.1359, 0.2169, -0.2857, 0.0763, -0.2858, 0.2574, -0.2951, 0.0713, 0.0130, 0.0302, -0.2322, 0.2219, -0.1191, -0.0047, -0.0299, -0.0220, 0.0181, -0.1119, 0.1268, 0.1309, 0.1292, 0.1037, 0.1344, 0.1399, 0.0712, 0.1952, 0.1194, 0.1230, 0.1242, 0.1269, -0.0591, -0.0918, -0.0186, -0.2049, -0.0283, 0.1358, -0.1804, 0.0849, -0.0980, 0.0783, -0.1890, 0.0354, -0.1985, -0.0381, 0.1365, -0.0738, -0.1019, -0.0020, -0.1794, 0.0017, -0.0986, 0.0917, -0.1062, -0.0078, 0.1301, 0.1259, 0.1273, 0.1244, 0.1261, 0.1272, 0.1254, 0.1171, 0.1189, 0.1229, 0.1195, 0.1092, 0.7243, -1.6198, 0.7169, 0.7254, -0.0071, 0.1812]
}

[2]
{
  "formula": "C38H25F3N10PS3Ti",
  "method": "wB97M-V/def2-TZVPD",
  "s2": 0.75,
  "lumo_energy_ev": [-1.1, -1.3],
  "e_above_lowest_kcal_mol": 29.4,
  "e_tot_ha": -4695.7754,
  "e_homo_ha": [-0.2833, -0.2906],
  "multiplicity": 2,
  "species": ["Ti", "C", "C", "N", "C", "C", "N", "C", "C", "C", "C", "C", "N", "C", "C", "N", "C", "C", "N", "C", "C", "C", "N", "C", "C", "H", "H", "H", "H", "H", "H", "H", "H", "H", "H", "H", "H", "F", "C", "F", "F", "C", "C", "C", "C", "N", "C", "S", "H", "H", "H", "S", "P", "S", "C", "C", "C", "C", "C", "C", "C", "C", "C", "C", "C", "C", "H", "H", "H", "H", "H", "H", "H", "H", "H", "H", "N", "C", "N", "C", "N"],
  "coordinates": [[0.1182, -0.5272, -0.4587], [-1.5938, -1.7038, 3.6661], [-0.9002, -1.6906, 2.4297], [-1.0069, -0.6153, 1.6326], [-1.9534, 0.3478, 2.0381], [-2.6824, 0.1714, 3.1617], [-2.4984, -0.8226, 4.0374], [-1.9319, 1.5393, 1.1479], [-2.8061, 2.5815, 1.2701], [-2.7446, 3.6761, 0.3993], [-1.6577, 3.7160, -0.4176], [-0.8516, 2.6028, -0.5445], [-0.9917, 1.4946, 0.1851], [0.4295, 2.5844, -1.3147], [0.7565, 3.5945, -2.1782], [2.0183, 3.6802, -2.6470], [2.8743, 2.8417, -2.1702], [2.4970, 1.7236, -1.4799], [1.2522, 1.5241, -1.0496], [-3.8035, 4.6501, 0.2659], [-4.6140, 4.5549, -0.8124], [-5.7492, 5.3451, -0.8249], [-5.9813, 6.3244, 0.0694], [-5.1802, 6.4518, 1.1024], [-4.1390, 5.5355, 1.3472], [-1.4043, -2.5143, 4.4013], [-0.1582, -2.3885, 2.1707], [-3.4760, 0.9030, 3.3483], [-3.5584, 2.4476, 2.0627], [-1.4524, 4.5776, -1.0768], [-0.0143, 4.2003, -2.5480], [3.8900, 2.8840, -2.3908], [3.1953, 0.9606, -1.2888], [-4.4017, 3.8613, -1.6273], [-6.4712, 5.3167, -1.6301], [-5.3992, 7.2044, 1.8060], [-3.5786, 5.5544, 2.2711], [-1.9550, -5.6664, -0.9329], [-2.7973, -4.9128, -0.1647], [-3.9659, -5.4978, -0.0818], [-2.3295, -4.8623, 1.1025], [-2.9702, -3.5158, -0.7160], [-4.2018, -2.9643, -0.9986], [-4.3478, -1.5713, -1.1915], [-3.2954, -0.7296, -1.0078], [-2.1056, -1.2272, -0.7533], [-1.8845, -2.5475, -0.6142], [-0.2746, -2.9589, -0.2292], [-5.0627, -3.6614, -1.0825], [-5.3414, -1.1686, -1.4833], [-3.3209, 0.3178, -1.1390], [2.2084, -1.5475, -1.6688], [3.0747, -1.6204, 0.0837], [1.9683, -0.6687, 1.4820], [4.7101, -0.9057, -0.0891], [5.4130, -0.9574, -1.3082], [6.7110, -0.4978, -1.3815], [7.1883, 0.2775, -0.3160], [6.5333, 0.3146, 0.8861], [5.3025, -0.3154, 1.0199], [3.2809, -3.2698, 0.6458], [3.2117, -4.3971, -0.1785], [3.6234, -5.6180, 0.3463], [3.9275, -5.7853, 1.7029], [3.8200, -4.6838, 2.5380], [3.5279, -3.4469, 2.0305], [4.9416, -1.5297, -2.0501], [7.3260, -0.7774, -2.2552], [8.2039, 0.6556, -0.3631], [6.8677, 0.8694, 1.8051], [4.8025, -0.3924, 1.9684], [3.0018, -4.2149, -1.1953], [3.4826, -6.5608, -0.2457], [4.1352, -6.8078, 2.0958], [4.0436, -4.7757, 3.6008], [3.3347, -2.6020, 2.6500], [-0.2617, -0.1291, -2.4656], [-0.6029, 0.7451, -3.1304], [-0.9875, 1.5841, -4.0232], [-2.0349, 2.3535, -3.6942], [-2.9323, 3.0827, -3.5514]],
  "mulliken_spin": [1.0177, -0.0026, -0.0064, -0.0227, 0.0194, -0.0003, 0.0027, 0.0041, 0.0004, -0.0040, -0.0020, -0.0020, -0.0129, 0.0223, -0.0010, 0.0014, 0.0005, 0.0081, -0.0053, 0.0050, 0.0019, -0.0004, 0.0003, -0.0004, 0.0017, 0.0000, 0.0082, -0.0002, 0.0003, 0.0010, 0.0005, 0.0001, 0.0007, 0.0000, 0.0000, 0.0000, 0.0001, 0.0000, -0.0034, 0.0000, 0.0008, 0.0044, 0.0037, 0.0006, 0.0038, 0.0012, 0.0091, -0.0260, 0.0002, 0.0001, -0.0015, -0.0173, -0.0082, -0.0121, 0.0031, -0.0013, 0.0000, 0.0000, -0.0002, -0.0006, -0.0007, -0.0019, 0.0003, 0.0001, 0.0000, 0.0020, 0.0009, 0.0000, 0.0000, 0.0000, 0.0014, 0.0003, 0.0000, 0.0000, 0.0000, -0.0007, -0.0105, 0.0071, 0.0085, -0.0009, 0.0020]
}